{"formula": "C41H48FeN4O5P", "method": "ωB97M-V/def2-TZVPD", "species": ["Fe", "C", "C", "C", "C", "C", "N", "C", "C", "C", "N", "C", "C", "C", "C", "C", "C", "C", "C", "N", "C", "C", "C", "N", "C", "C", "C", "C", "O", "C", "O", "H", "H", "H", "H", "H", "H", "H", "H", "H", "H", "H", "H", "H", "H", "H", "H", "H", "H", "H", "H", "H", "H", "H", "H", "H", "H", "H", "H", "C", "O", "C", "C", "C", "C", "C", "C", "O", "C", "O", "C", "H", "H", "H", "H", "H", "H", "H", "H", "H", "C", "P", "C", "C", "C", "C", "C", "C", "C", "H", "H", "H", "H", "H", "H", "H", "H", "H", "H", "H"], "positions_angstrom": [[-0.992, 0.320, 0.374], [-1.210, 6.648, -3.378], [-0.773, 5.452, -2.581], [0.486, 4.925, -2.687], [0.886, 3.773, -1.970], [2.238, 3.410, -1.989], [2.736, 2.355, -1.396], [4.160, 2.149, -1.191], [4.818, 1.241, -2.256], [5.361, -0.075, -1.686], [4.295, -1.076, -1.669], [3.346, -1.210, -0.773], [3.341, -0.831, 0.579], [4.496, -0.824, 1.400], [4.409, -0.660, 2.756], [5.616, -0.802, 3.640], [3.143, -0.386, 3.309], [1.991, -0.312, 2.556], [0.755, 0.033, 3.233], [-0.332, 0.419, 2.703], [-1.424, 0.758, 3.599], [-1.950, 2.165, 3.366], [-2.837, 2.268, 2.136], [-2.018, 2.344, 0.944], [-2.184, 3.331, 0.160], [-1.309, 3.728, -0.917], [-1.637, 4.854, -1.650], [-0.053, 3.071, -1.123], [0.263, 1.975, -0.558], [2.035, -0.596, 1.157], [1.002, -0.624, 0.423], [-0.387, 7.053, -3.962], [-1.585, 7.434, -2.721], [-2.013, 6.373, -4.063], [1.216, 5.398, -3.333], [2.942, 4.072, -2.486], [2.031, 1.779, -0.920], [4.285, 1.728, -0.194], [4.655, 3.121, -1.204], [5.640, 1.778, -2.729], [4.088, 1.024, -3.038], [5.748, 0.092, -0.686], [6.169, -0.451, -2.310], [4.127, -1.498, -2.572], [2.432, -1.675, -1.130], [5.452, -1.088, 0.967], [6.514, -0.969, 3.049], [5.487, -1.649, 4.315], [5.760, 0.085, 4.256], [3.077, -0.237, 4.382], [0.819, -0.016, 4.326], [-1.103, 0.668, 4.643], [-2.228, 0.039, 3.416], [-1.112, 2.859, 3.275], [-2.539, 2.460, 4.236], [-3.484, 3.148, 2.220], [-3.467, 1.381, 2.074], [-3.006, 4.029, 0.351], [-2.605, 5.315, -1.483], [-3.175, -1.444, -6.019], [-4.217, -1.805, -5.126], [-4.082, -1.555, -3.825], [-5.195, -1.902, -3.024], [-5.148, -1.701, -1.680], [-4.021, -1.131, -1.040], [-3.994, -0.940, 0.374], [-5.149, -1.433, 1.211], [-3.041, -0.414, 0.991], [-2.897, -0.761, -1.846], [-1.823, -0.230, -1.371], [-2.963, -1.002, -3.235], [-3.539, -1.706, -7.008], [-2.259, -1.999, -5.808], [-2.973, -0.371, -5.977], [-6.068, -2.320, -3.503], [-6.009, -1.984, -1.091], [-5.268, -2.507, 1.077], [-6.077, -0.940, 0.928], [-4.945, -1.224, 2.259], [-2.098, -0.713, -3.816], [-2.363, -3.595, 0.677], [-0.926, -2.450, 0.570], [-0.192, -3.080, -0.987], [0.136, -3.136, 1.877], [1.473, -3.472, 1.684], [2.201, -4.046, 2.714], [1.603, -4.308, 3.937], [0.281, -3.939, 4.151], [-0.434, -3.323, 3.138], [-2.928, -3.449, 1.595], [-1.995, -4.620, 0.648], [-3.018, -3.421, -0.176], [0.318, -4.025, -0.803], [0.501, -2.351, -1.399], [-0.994, -3.233, -1.708], [1.948, -3.311, 0.726], [3.238, -4.308, 2.551], [2.164, -4.792, 4.724], [-0.194, -4.140, 5.101], [-1.451, -2.997, 3.317]], "atomic_forces_ev_per_a": [[-2.2, -2.1, 1.4], [-0.1, -0.1, 0.1], [0.1, 0.1, -0.2], [0.0, 0.0, 0.1], [-0.3, -0.1, 0.2], [0.0, -0.1, 0.0], [-0.2, 0.1, 0.2], [0.2, -0.1, -0.3], [0.1, 0.0, 0.2], [0.2, 0.3, -0.1], [-0.2, -0.1, 0.1], [0.0, 0.0, -0.1], [-0.3, 0.2, 0.3], [-0.1, -0.2, 0.1], [0.4, 0.0, -0.2], [-0.1, 0.0, 0.1], [-0.2, 0.0, -0.2], [0.3, -0.1, 0.0], [-0.1, 0.1, 0.2], [-0.4, -0.2, -1.4], [-0.2, 0.0, 0.3], [-0.1, 0.0, 0.0], [-0.3, 0.2, 0.2], [0.4, -1.2, -0.6], [-0.1, 0.2, 0.1], [0.1, -0.2, -0.3], [0.1, -0.1, 0.1], [0.0, 0.1, -0.2], [0.0, -0.8, 0.2], [0.4, 0.3, -0.1], [-0.4, 0.6, -0.8], [0.0, 0.0, 0.0], [0.0, 0.0, 0.0], [0.0, 0.1, 0.0], [0.0, 0.1, 0.0], [0.0, 0.0, 0.0], [0.0, 0.0, 0.0], [0.0, 0.1, 0.0], [-0.1, 0.0, 0.1], [0.0, 0.0, 0.0], [0.1, 0.0, -0.1], [0.1, -0.1, 0.0], [0.0, -0.1, 0.1], [-0.1, 0.0, 0.0], [0.1, 0.0, -0.1], [0.0, 0.0, 0.0], [0.0, 0.0, 0.0], [0.1, 0.0, 0.0], [0.0, 0.0, 0.0], [0.0, 0.1, 0.0], [0.0, 0.1, 0.0], [0.0, -0.1, -0.1], [0.0, 0.0, 0.1], [0.0, 0.1, 0.1], [0.0, 0.0, 0.0], [0.1, 0.0, -0.1], [0.0, 0.1, 0.1], [0.1, 0.0, 0.1], [0.0, 0.0, 0.1], [0.1, 0.1, -0.1], [-0.1, 0.0, 0.0], [0.1, 0.1, 0.4], [-0.2, -0.1, 0.1], [-0.2, -0.1, -0.2], [0.4, 0.2, 0.2], [-0.3, -0.2, -0.8], [0.2, 0.2, 0.2], [1.5, 0.7, 0.5], [-0.7, -0.1, 0.4], [1.9, 1.0, 0.4], [0.4, 0.1, -0.2], [0.0, 0.0, 0.0], [0.0, 0.0, 0.0], [0.0, 0.0, 0.0], [0.0, 0.0, 0.0], [0.0, 0.0, 0.0], [-0.1, 0.0, 0.0], [0.0, 0.0, 0.0], [0.0, 0.0, 0.0], [0.0, 0.0, 0.0], [-0.1, 0.5, 0.1], [0.4, 0.0, -0.4], [0.0, 0.4, 0.1], [-0.1, 0.5, 0.2], [-0.1, -0.1, -0.1], [0.1, -0.1, 0.0], [0.0, 0.1, 0.0], [0.0, 0.0, 0.1], [0.0, 0.0, -0.1], [0.0, 0.0, 0.0], [0.1, 0.0, 0.0], [0.0, 0.0, 0.0], [-0.1, 0.0, 0.0], [0.0, 0.0, 0.0], [0.0, 0.0, 0.0], [0.0, 0.0, 0.0], [0.0, 0.0, 0.0], [0.0, 0.0, 0.0], [0.0, 0.0, 0.0], [-0.1, -0.1, 0.1]], "lumo_ha": [-0.241, -0.254], "e_homo_ev": [-12.270, -12.268], "s_squared": 0.820, "e_above_lowest_kj_mol": 306.2, "max_force_ev_per_a": 3.393, "total_charge": 2, "homo_lumo_gap_ev": [5.703, 5.346], "spin_multiplicity": 2}